Entry 1:
The following is a quantum chemistry calculation of a molecular structure, C24H21Br4FNO2Ru, from the Open Molecules 2025 dataset.

The geometry in XYZ format:
```
54
Properties=species:S:1:pos:R:3:forces:R:3
Ru -1.489320 -0.387014 -0.395605 -1.01 0.88 0.18
Br -4.600109 -0.067685 5.798686 -0.15 -0.13 0.64
C -4.065351 0.325239 4.093670 0.75 0.23 -1.51
C -4.675009 1.387930 3.321552 0.63 -0.38 -1.13
Br -5.832639 2.510473 4.196583 -0.43 0.33 0.05
C -4.369946 1.604617 1.940405 0.25 -0.57 2.01
Br -5.215698 2.870515 0.974593 -0.86 1.29 -1.01
C -3.338264 0.903842 1.320866 -0.11 -0.46 0.65
O -2.924414 1.032644 0.102620 -0.03 -0.17 -0.14
C -2.708678 -0.111241 2.127856 0.32 -0.79 -0.52
O -1.872722 -0.882647 1.516181 0.19 0.19 0.17
C -3.057368 -0.382673 3.476826 -0.34 0.36 0.02
Br -2.083826 -1.749677 4.248311 0.12 -0.39 0.54
C 1.116258 1.032073 -4.235437 -0.43 -0.90 -1.71
C 0.524843 0.290842 -3.022373 -0.32 1.71 -0.60
C -0.980181 0.023966 -3.149696 -0.23 -0.77 0.31
C 0.857956 1.093364 -1.820754 0.30 0.69 1.85
C 1.156015 2.446760 -1.869765 0.72 -0.13 0.55
C 1.585743 3.144283 -0.718290 -0.68 0.40 -1.40
C 1.651214 2.529857 0.495501 0.03 -1.33 1.72
C 1.293938 1.158044 0.650361 -0.66 0.16 -1.57
C 1.188404 0.445139 1.969683 1.39 1.04 -0.16
C 0.427596 1.281251 2.964339 1.97 0.37 1.72
C 2.604527 -0.024952 2.459309 -2.23 -0.55 0.92
C 0.905937 0.460491 -0.525147 -0.37 0.47 -0.06
N 0.323030 -0.885194 -0.436329 0.83 1.41 -0.28
C 0.947197 -1.963185 -0.941494 1.38 -1.15 -0.23
C 2.330386 -2.013892 -1.258111 -0.27 -1.48 0.34
C 2.940665 -3.188922 -1.682884 -0.16 0.16 0.31
C 2.183958 -4.326521 -1.966834 -0.38 -0.23 -0.36
C 0.821073 -4.302976 -1.686652 -0.45 1.21 0.40
C 0.269770 -3.159585 -1.130740 -2.06 -0.22 -0.16
F -1.148193 -3.116578 -0.868648 2.36 -0.09 -0.44
H 1.137873 0.436371 -5.226538 -0.28 0.64 1.72
H 2.179274 1.290524 -4.028126 -0.94 0.23 -0.22
H 0.416906 1.881302 -4.406783 1.08 -0.13 -0.17
H 1.058738 -0.585201 -2.883636 0.73 -2.01 -0.10
H -1.631730 0.313861 -2.236799 0.58 -0.13 -0.52
H -1.155956 -1.055562 -3.393684 -0.22 1.14 -0.11
H -1.389245 0.737083 -3.880637 -0.24 -0.58 0.08
H 1.188587 2.972807 -2.817905 -0.20 -0.07 0.24
H 1.764642 4.212421 -0.877733 0.20 -0.40 0.47
H 1.940424 3.042009 1.428116 -0.12 -0.01 -0.75
H 0.587010 -0.431283 1.815951 -0.07 -0.59 -0.11
H 0.914182 2.219183 3.314866 -0.23 -0.30 -0.87
H 0.434593 0.738136 3.895250 -0.45 -0.53 0.46
H -0.563027 1.454761 2.671484 -1.44 0.45 -0.46
H 3.221806 0.733504 2.913078 0.14 0.51 -0.20
H 3.081196 -0.504728 1.623979 0.53 -0.38 -0.05
H 2.342502 -0.737352 3.279327 0.70 0.17 -0.67
H 2.966389 -1.207304 -1.043796 0.50 1.26 0.25
H 4.026865 -3.246580 -1.706121 -0.23 0.20 -0.41
H 2.614638 -5.191518 -2.482751 -0.07 0.30 0.52
H 0.097538 -5.051022 -1.906124 -0.04 -0.91 -0.20
```
Forces are in eV/Å.

## Properties
Gap between HOMO and LUMO (alpha / beta) (hartree): 0.2794 / 0.2096
Spin multiplicity: 5
Net charge: +1
ΔE to the lowest compared entry with this formula, charge and spin (kcal per mole): 5.8

***

Entry 2:
The following is a quantum chemistry calculation of a molecular structure, C24H21ClN2PY, from the Open Molecules 2025 dataset.

The geometry in XYZ format:
```
50
Properties=species:S:1:pos:R:3:forces:R:3
Y 0.223516 -0.030115 1.608036 4.24 -0.65 0.74
Cl 2.784558 -0.558846 1.714153 -1.22 0.32 0.02
P -0.030541 -0.023821 -1.092763 0.11 0.20 -0.19
C -0.695893 1.562703 -1.541542 -0.09 -0.37 0.27
C -1.904626 1.548313 -2.251862 0.31 0.22 -0.13
C -2.350909 2.742901 -2.791732 -0.06 -0.01 0.21
C -1.644787 3.926939 -2.550007 -0.15 -0.18 -0.03
C -0.491647 3.937588 -1.756032 0.06 -0.04 0.20
C -0.016958 2.755970 -1.202054 -0.24 -0.19 -0.51
C 1.667284 -0.210003 -1.581208 -0.32 0.05 0.26
C 2.357931 -1.405309 -1.275542 0.06 0.18 -0.29
C 3.627486 -1.577705 -1.802544 -0.17 -0.17 0.09
C 4.204282 -0.570122 -2.583933 -0.12 0.11 -0.04
C 3.534121 0.636459 -2.817052 -0.19 0.16 0.09
C 2.268392 0.838369 -2.289852 0.33 -0.06 -0.21
C -1.013134 -1.406195 -1.582781 0.22 0.15 0.10
C -1.569933 -2.365253 -0.711730 0.02 0.61 -0.88
C -2.367257 -3.338507 -1.299325 0.05 -0.20 0.14
C -2.551536 -3.358147 -2.684859 0.15 0.18 -0.17
C -1.955925 -2.405506 -3.522029 0.11 0.03 0.10
C -1.157988 -1.412405 -2.974892 -0.38 -0.50 0.23
H 1.915002 -2.161792 -0.619825 0.12 0.17 -0.46
H 4.158378 -2.509047 -1.608963 -0.04 0.31 -0.06
H 5.187513 -0.718323 -3.019442 -0.10 -0.02 0.10
H 3.966966 1.430965 -3.418930 0.13 -0.26 0.10
H 1.724734 1.771521 -2.450576 0.35 -0.42 -0.18
H -2.424862 0.601223 -2.427948 0.12 0.58 0.03
H -3.249492 2.714587 -3.397830 0.07 0.30 0.05
H -2.018822 4.852438 -2.975649 0.14 -0.07 0.03
H 0.055749 4.860791 -1.581309 -0.24 -0.10 0.00
H 0.898678 2.738002 -0.594532 -0.40 0.07 -0.31
H -1.415757 -2.318222 0.376965 -0.12 -0.11 -0.55
H -2.834789 -4.087990 -0.665267 0.04 0.07 -0.24
H -3.162420 -4.132970 -3.135488 0.02 0.07 0.12
H -2.090920 -2.402190 -4.595354 -0.18 -0.28 0.02
H -0.694095 -0.615039 -3.574146 -0.23 -0.61 0.11
H -1.377712 1.186509 1.467580 -1.16 -0.57 -0.44
H -1.731859 -0.491445 1.497280 -0.80 0.99 -0.47
N 2.898454 0.032308 7.603695 -2.29 -0.07 -1.79
C 1.971845 0.003464 6.886569 1.90 0.00 1.83
C 0.854261 -0.025481 5.978333 -0.43 0.08 0.26
C -0.497935 0.001343 6.395698 0.03 -0.01 0.30
C -1.585579 0.015639 5.516405 -0.30 -0.02 -0.09
C -1.290960 0.035389 4.170728 0.79 0.00 0.30
N 0.012538 -0.013991 3.814877 0.24 -0.02 -0.58
C 1.097628 -0.059837 4.624117 -1.16 0.07 -0.28
H -0.689989 0.015829 7.455715 -0.04 -0.01 0.21
H -2.647805 0.012922 5.801285 0.78 0.06 0.34
H -2.026286 0.095604 3.331472 0.53 -0.08 1.16
H 2.081100 -0.119515 4.134090 -0.49 0.05 0.45
```
Forces are in eV/Å.

## Properties
Gap between HOMO and LUMO (alpha / beta) (hartree): 0.1625 / 0.1413
Net charge: +2

***

Entry 3:
The following is a quantum chemistry calculation of C24H21F2NO5S in the gas phase, from the Open Molecules 2025 dataset.

The geometry in XYZ format:
```
54
Properties=species:S:1:pos:R:3:forces:R:3
C 8.610267 -1.565166 -0.834994 0.49 -0.01 0.02
O 7.244505 -1.822083 -1.091469 -0.27 -0.02 -0.06
C 6.260816 -1.126658 -0.480955 -0.08 0.19 0.16
C 4.971206 -1.541440 -0.813796 -0.03 0.18 0.16
C 3.826854 -0.955125 -0.282786 0.63 0.24 0.20
C 2.531380 -1.461604 -0.690757 -0.72 -0.09 0.03
C 1.329470 -1.090913 -0.229004 0.60 -0.06 -0.18
C 0.107399 -1.722399 -0.762397 0.07 -0.17 -0.25
O 0.123529 -2.362991 -1.799807 -0.06 0.08 0.15
C -1.145802 -1.538693 0.005874 -0.47 -0.11 0.01
C -2.356943 -1.788406 -0.645353 0.25 0.09 0.06
C -3.562370 -1.661631 0.006513 0.06 -0.01 0.06
C -3.588651 -1.286924 1.350474 0.61 -0.14 -0.59
N -4.788241 -1.154958 2.015903 -1.04 0.04 0.12
S -6.302629 -0.963671 1.304019 0.41 0.16 0.44
O -7.152216 -0.638842 2.408929 0.13 0.21 0.05
O -6.610407 -2.101863 0.496679 0.24 0.18 -0.23
C -6.072931 0.467722 0.263324 -0.14 -0.57 0.25
C -6.168040 0.350244 -1.108853 -0.06 -0.12 -0.09
C -5.972339 1.469641 -1.897254 0.00 0.06 0.13
C -5.684389 2.703578 -1.320549 0.00 -0.12 0.00
C -5.496815 3.912266 -2.182602 -0.05 0.02 -0.02
C -5.601656 2.796941 0.065495 -0.02 -0.14 0.04
C -5.795540 1.681158 0.860283 0.00 0.15 0.09
C -2.382339 -1.061732 2.017437 -0.32 0.01 0.11
C -1.179762 -1.187851 1.355391 0.03 -0.05 -0.26
C 3.987771 0.090070 0.630034 0.05 -0.08 -0.13
C 5.251571 0.519609 0.972744 -0.02 -0.02 0.03
C 6.388158 -0.063023 0.424465 0.21 0.01 -0.05
O 7.663831 0.387348 0.789698 -0.39 -0.68 -0.12
C 7.819818 1.695466 1.054508 -0.27 1.27 -0.25
F 9.087542 2.032901 0.762205 0.26 -0.15 -0.15
F 7.666078 1.971894 2.376083 -0.15 -0.23 0.21
H 8.912014 -0.578521 -1.193701 -0.03 -0.08 0.04
H 8.844789 -1.652508 0.226992 0.00 -0.01 -0.09
H 9.149120 -2.330546 -1.392471 -0.02 0.07 0.05
H 4.888782 -2.354684 -1.517975 -0.01 -0.11 -0.10
H 2.546850 -2.240084 -1.444237 -0.07 -0.06 -0.07
H 1.212316 -0.324975 0.520256 0.07 0.08 0.13
H -2.323152 -2.089304 -1.681667 -0.01 -0.03 -0.07
H -4.489634 -1.881736 -0.494351 0.00 -0.07 -0.15
H -4.756458 -0.872213 2.981649 -0.20 0.07 0.07
H -6.403384 -0.611003 -1.537183 -0.01 -0.09 -0.12
H -6.045212 1.388822 -2.971551 0.00 -0.03 -0.11
H -4.976352 4.700145 -1.644883 0.04 0.08 -0.01
H -4.935057 3.662673 -3.079677 0.05 0.04 -0.07
H -6.468001 4.296896 -2.494072 -0.03 0.08 -0.05
H -5.386484 3.750806 0.523951 0.03 0.09 0.05
H -5.749391 1.742257 1.936181 0.04 0.10 0.14
H -2.398953 -0.798174 3.065396 0.01 0.04 0.12
H -0.264983 -1.039228 1.908632 0.08 0.05 0.04
H 3.131668 0.569257 1.074853 -0.10 0.07 0.06
H 5.364121 1.312544 1.696682 0.04 0.04 0.07
H 7.138267 2.366707 0.497694 0.17 -0.43 0.13
```
Forces are in eV/Å.

## Properties
Structure (SMILES): COc1cc(/C=C/C(=O)c2ccc(NS(=O)(=O)c3ccc(C)cc3)cc2)ccc1OC(F)F
Gap between HOMO and LUMO (hartree): 0.3019
Net charge: 0
ΔE to the lowest compared entry with this formula, charge and spin (kcal per mole): 3.1

***

- net charge of number 2 (C24H21ClN2PY)?
  +2